(1)
Density functional theory data (wB97M-V/def2-TZVPD) for a cluster of 2 separate species, C5H3NO4 in total.

Summary:
* max |F|: 4.21 eV Å⁻¹
* net charge: -2

Structure (XYZ):
```
13
Properties=species:S:1:pos:R:3:forces:R:3
C 0.3574 -2.1169 1.0344 0.47 0.03 0.09
C -0.8256 -0.1553 -1.6036 1.91 -0.17 0.68
C 1.4399 0.7648 -0.3735 0.19 -1.01 -1.24
C -0.7101 0.6316 0.8725 -2.82 -2.88 1.21
C 0.0136 0.1871 -0.3217 -1.16 -0.24 -0.58
N 0.8214 -2.8591 1.8137 -0.37 0.27 -0.34
O -1.2425 0.9518 -2.0109 -0.24 0.19 0.39
O 1.7893 1.2680 0.6959 0.74 0.69 0.49
O -0.8546 -1.2893 -2.0465 -0.64 -0.21 -0.31
O 1.9951 0.6432 -1.4833 0.22 0.34 0.33
H -0.8054 1.7147 0.7637 -0.02 -0.08 0.52
H -0.1980 0.2014 1.7944 -0.46 1.37 -1.26
H -1.7807 0.0580 0.8649 2.18 1.71 0.03
```
Forces are in eV/Å.

Let us look at the natural (NBO) charges, expressed in e, one per atom: atom 1 (C): -0.05, atom 2 (C): 0.70, atom 3 (C): 0.63, atom 4 (C): -0.75, atom 5 (C): 0.35, atom 6 (N): -0.74, atom 7 (O): -0.71, atom 8 (O): -0.74, atom 9 (O): -0.69, atom 10 (O): -0.71, atom 11 (H): 0.24, atom 12 (H): 0.29, atom 13 (H): 0.19

(2)
Density functional theory data (wB97M-V/def2-TZVPD) for the molecule C5H3NOS.

Summary:
* max |F|: 1.50 eV Å⁻¹
* structure (SMILES): N#C[C@H]1C=CC(=S)O1

Structure (XYZ):
```
11
Properties=species:S:1:pos:R:3:forces:R:3
C -1.0093 0.0831 0.0276 -0.39 0.30 -0.01
C 1.1692 0.2024 0.6501 0.06 0.09 0.36
C 0.7826 1.5056 0.0091 -0.83 -0.02 0.03
C -0.5037 1.4283 -0.3399 -0.04 -0.02 -0.33
C 2.2278 -0.4837 -0.1107 1.21 -0.80 -0.39
H 1.4591 0.2967 1.7062 0.28 0.12 -0.31
H 1.4559 2.3357 -0.1056 0.15 0.05 -0.07
H -1.1321 2.1646 -0.8628 0.47 -0.48 0.44
N 3.1009 -1.0153 -0.6560 -1.16 0.74 0.61
O -0.0215 -0.5751 0.6637 0.34 -0.19 -0.22
S -2.4573 -0.5939 -0.1795 -0.09 0.21 -0.13
```
Forces are in eV/Å.

Let us look at the natural (NBO) charges, expressed in e, one per atom: atom 1 (C): 0.15, atom 2 (C): -0.04, atom 3 (C): -0.15, atom 4 (C): -0.25, atom 5 (C): 0.25, atom 6 (H): 0.25, atom 7 (H): 0.24, atom 8 (H): 0.26, atom 9 (N): -0.26, atom 10 (O): -0.45, atom 11 (S): 0.01

(3)
Density functional theory data (wB97M-V/def2-TZVPD) for the molecule C5H4.

Summary:
* max |F|: 4.53 eV Å⁻¹
* structure (SMILES): C1[C@]23[C@H]4[C@@H]2[C@@]143

Structure (XYZ):
```
9
Properties=species:S:1:pos:R:3:forces:R:3
C 0.0201 1.0647 0.3425 -3.33 3.07 -0.02
C -0.7007 -0.8211 -0.6205 -0.13 -1.85 -0.34
C 0.6810 -0.9829 0.0001 -1.87 1.55 -1.27
C -0.3557 -0.3637 0.8147 0.26 1.03 -3.93
C 0.2810 0.2313 -0.8527 -0.07 -1.50 3.79
H -0.7571 1.8905 0.2810 0.63 -1.17 0.11
H 0.8171 1.3667 0.8981 2.51 1.16 1.18
H -1.1629 -1.5559 -1.2532 -0.58 0.11 0.39
H 1.4825 -1.5752 0.0106 2.57 -2.40 0.10
```
Forces are in eV/Å.

Let us look at the natural (NBO) charges, expressed in e, one per atom: atom 1 (C): -0.38, atom 2 (C): -0.31, atom 3 (C): -0.33, atom 4 (C): 0.07, atom 5 (C): 0.05, atom 6 (H): 0.21, atom 7 (H): 0.20, atom 8 (H): 0.25, atom 9 (H): 0.23

(4)
Density functional theory data (wB97M-V/def2-TZVPD) for a structure of composition C5H4.

Summary:
* max |F|: 3.38 eV Å⁻¹

Structure (XYZ):
```
9
Properties=species:S:1:pos:R:3:forces:R:3
C 1.6953 -0.5245 0.5441 -0.70 -0.89 -0.10
C 1.1529 0.6617 0.3042 0.15 0.12 0.16
C -0.6403 -0.0941 -0.1747 0.64 0.11 -0.53
C 0.4755 -1.1355 0.2109 0.04 3.37 -0.31
C 0.0407 1.2692 0.0117 0.41 -0.89 -0.44
H -1.0396 -0.0787 -1.2000 0.32 -0.52 0.08
H -1.4912 -0.0940 0.4613 -0.82 -0.47 0.89
H 0.0965 -2.0725 0.4147 0.03 -2.29 0.38
H -0.2897 2.0684 -0.5723 -0.07 1.47 -0.13
```
Forces are in eV/Å.

Let us look at the natural (NBO) charges, expressed in e, one per atom: atom 1 (C): -0.26, atom 2 (C): 0.30, atom 3 (C): -0.44, atom 4 (C): -0.17, atom 5 (C): -0.37, atom 6 (H): 0.24, atom 7 (H): 0.24, atom 8 (H): 0.20, atom 9 (H): 0.25

Total energy: -547.973948, -720.464368, -192.655519, -192.683723 (Ha)